(1)
{"formula": "C10H37BO11", "method": "ωB97M-V with the def2-TZVPD basis set", "elements": ["O", "H", "H", "H", "B", "H", "H", "H", "H", "C", "C", "O", "O", "H", "H", "H", "H", "H", "H", "C", "C", "O", "O", "H", "H", "H", "H", "H", "H", "C", "C", "O", "O", "H", "H", "H", "H", "H", "H", "C", "C", "O", "O", "H", "H", "H", "H", "H", "H", "C", "C", "O", "O", "H", "H", "H", "H", "H", "H"], "xyz": [[0.2916, -0.1622, 0.8687], [0.1089, 0.6370, 1.4376], [-0.5704, -0.5486, 0.4731], [0.8708, 0.1244, 0.0529], [1.3928, 0.0800, -1.8120], [1.6350, 0.8409, -0.9735], [1.3419, 0.6308, -2.8254], [2.1678, -0.7789, -1.8531], [0.3537, -0.3913, -1.6396], [-2.5899, 0.9121, -0.9391], [-3.0337, -0.3340, -0.1588], [-1.9476, -1.2242, 0.1306], [-2.0324, 1.8510, -0.0079], [-3.4653, 1.3602, -1.4158], [-1.7491, 0.7143, -1.6037], [-3.7847, -0.8797, -0.7410], [-3.5369, -0.1086, 0.7852], [-1.8893, -1.8713, -0.6017], [-2.7559, 2.1844, 0.5337], [4.1249, 4.1657, -1.8443], [3.2706, 2.9564, -1.9786], [3.8513, 1.8891, -1.1896], [4.4055, 4.6059, -0.5119], [3.8229, 5.0638, -2.3973], [5.0716, 4.0451, -2.3764], [3.2511, 2.6363, -3.0273], [2.2195, 2.9298, -1.6753], [3.1651, 1.1899, -1.1668], [3.5883, 5.0038, -0.1978], [0.2404, 4.4939, 1.3849], [-0.4198, 3.4553, 2.2639], [0.1936, 2.1794, 2.2166], [1.4188, 4.9891, 2.0286], [-0.3717, 5.3605, 1.1519], [0.5235, 4.0724, 0.4183], [-1.4981, 3.3246, 2.3155], [-0.2378, 3.8512, 3.2736], [0.9527, 2.0577, 2.7926], [1.9349, 4.2942, 2.4519], [-0.7010, -4.8936, -1.4603], [0.1908, -3.6981, -1.7500], [-0.6310, -2.5381, -1.8587], [-1.2554, -5.4222, -2.6557], [-1.5393, -4.4493, -0.9064], [-0.2746, -5.6340, -0.7804], [0.6385, -3.9012, -2.7277], [0.9441, -3.6512, -0.9607], [0.0160, -1.8119, -2.0163], [-2.0863, -5.8618, -2.4668], [-1.0179, -3.8933, 2.0066], [-1.4266, -2.8453, 3.0263], [-2.6716, -2.2392, 2.7171], [-1.8688, -5.0201, 1.8732], [0.0334, -4.1686, 2.1017], [-1.0885, -3.3464, 1.0549], [-0.5745, -2.1595, 3.0391], [-1.5958, -3.3141, 3.9964], [-2.7214, -1.9606, 1.7881], [-2.6846, -4.7922, 2.3365]], "atomic_forces_ev_per_a": [[0.247, 0.073, -0.196], [-0.151, 0.161, -0.444], [0.002, 0.060, 0.314], [-0.278, 0.003, 0.109], [-0.041, -0.612, -0.711], [0.030, 1.020, 1.506], [0.023, 0.846, -1.065], [1.060, -0.962, 0.110], [-1.515, -0.257, 0.410], [-0.009, 0.108, 1.581], [-0.404, -0.261, -0.985], [-0.423, 0.152, -0.026], [0.022, 0.195, 0.057], [0.192, -0.133, -0.384], [-0.421, -0.278, -0.369], [0.142, -0.036, -0.091], [0.237, 0.411, -0.001], [0.755, 0.056, -0.076], [0.078, 0.037, 0.003], [0.790, 1.748, -0.131], [-0.092, -2.128, 0.247], [-0.136, 0.207, -0.331], [-0.182, -0.374, -0.250], [-1.081, -0.297, -0.147], [0.296, -0.806, 0.608], [0.101, 0.238, -0.123], [-0.081, 1.182, 0.021], [0.724, 0.392, -0.112], [0.030, 0.032, 0.239], [0.647, -0.502, -0.530], [0.240, 0.851, 2.092], [0.109, -1.221, -0.667], [-0.149, 0.430, -0.020], [-0.241, 0.021, 0.394], [-0.106, -0.280, -0.064], [-0.055, -0.027, -1.060], [-0.015, -0.003, 0.042], [-0.068, 0.545, 0.186], [-0.129, -0.105, -0.332], [-1.463, 0.941, 0.545], [-0.520, -1.444, -0.614], [0.809, 0.092, 0.151], [0.628, -0.129, -0.300], [0.054, -0.172, 0.335], [0.367, -0.190, -0.395], [0.408, 0.175, 0.169], [0.059, 0.457, -0.072], [-0.652, -0.038, 0.057], [0.006, -0.029, 0.145], [-0.441, 0.786, -1.172], [-0.058, -0.819, -0.288], [-0.295, 0.063, 0.043], [0.076, 0.054, 0.673], [-0.128, -0.369, 0.350], [0.330, -0.066, -0.097], [-0.208, 0.361, 0.342], [0.318, 0.200, 0.186], [0.582, -0.219, 0.263], [-0.022, -0.138, -0.126]], "homo_lumo_gap_ha": 0.3384, "e_above_lowest_kj_mol": 91.4, "multiplicity": 1, "e_homo_ev": -9.27, "lumo_ev": -0.06}

=====

(2)
{"formula": "C10H3F3MnN3S3SbSe4", "method": "ωB97M-V with the def2-TZVPD basis set", "elements": ["Mn", "S", "C", "S", "C", "C", "N", "C", "N", "F", "C", "F", "F", "C", "C", "C", "C", "N", "C", "S", "H", "H", "H", "Se", "Sb", "Se", "Se", "Se"], "xyz": [[-0.8889, 0.2074, -1.2470], [-0.0837, -1.4326, -2.5510], [0.4554, 0.2375, -2.8929], [1.0686, 1.2651, -1.5742], [0.4523, 0.6686, -4.2306], [1.2208, 1.8098, -4.5885], [1.8784, 2.7275, -4.8311], [-0.0683, -0.1504, -5.2668], [-0.4894, -0.8285, -6.1004], [0.5264, -0.6470, 5.0901], [0.4069, 0.3209, 4.1313], [-0.8873, 0.4453, 3.8826], [0.7991, 1.4729, 4.7521], [1.3096, 0.0070, 2.9693], [2.6622, 0.0376, 3.2849], [3.6061, -0.3542, 2.3571], [3.1259, -0.8490, 1.1524], [1.8478, -0.8657, 0.8251], [0.9183, -0.3873, 1.6669], [-0.7448, -0.2891, 1.0758], [2.9662, 0.3791, 4.2672], [4.6664, -0.3135, 2.5672], [3.8061, -1.2393, 0.4000], [-6.8682, -0.2514, -2.9785], [-5.4103, -0.4284, -0.9509], [-6.8796, 1.3166, -0.0411], [-6.4607, -2.6440, -0.4989], [-2.9352, -0.2152, -0.6703]], "atomic_forces_ev_per_a": [[1.289, -0.240, 0.520], [0.369, 1.025, -0.410], [1.227, -0.553, -0.628], [-0.329, -0.563, -0.912], [0.224, 0.115, 0.326], [-0.185, 0.129, 0.056], [-0.016, 0.007, -0.151], [-0.008, -0.041, 0.001], [0.033, 0.084, -0.116], [-0.016, 0.054, -0.033], [0.005, 0.107, -0.022], [0.066, 0.013, 0.026], [-0.034, -0.059, -0.015], [0.034, -0.126, 0.026], [-0.020, 0.028, 0.015], [0.038, -0.072, 0.013], [-0.069, 0.101, -0.028], [0.044, 0.001, -0.065], [-0.307, 0.110, -0.315], [0.554, 0.128, 0.905], [-0.002, -0.018, 0.003], [-0.008, -0.014, 0.016], [0.015, -0.011, 0.020], [-0.016, -0.084, 0.334], [-0.485, -0.039, -0.843], [0.102, -0.066, -0.087], [0.079, 0.167, -0.115], [-2.584, -0.183, 1.480]], "s_squared": 9.030, "homo_lumo_gap_ha": [0.2100, 0.1570], "e_above_lowest_kj_mol": 0.0, "charge": -2, "multiplicity": 6, "e_homo_ev": [-2.48, -1.89], "lumo_ev": [3.24, 2.38]}

=====

(3)
{"formula": "C10H3F4N2O3", "method": "ωB97M-V with the def2-TZVPD basis set", "elements": ["O", "C", "C", "N", "C", "C", "N", "C", "O", "C", "F", "C", "F", "C", "O", "C", "F", "C", "F", "H", "H", "H"], "xyz": [[-0.0503, -1.2134, -3.1176], [0.0742, -0.8315, -1.9606], [0.0302, 0.5355, -1.4663], [-0.0082, 1.4828, -2.4091], [-0.0058, 2.6900, -1.8046], [0.0225, 2.4978, -0.4247], [0.0183, 1.1310, -0.1906], [-0.0184, 0.5841, 1.1319], [-0.0490, 1.4935, 2.0425], [-1.2572, -0.3085, 1.2537], [-2.3086, 0.3931, 1.7124], [-1.2782, -1.6171, 1.0266], [-2.4122, -2.3733, 0.9965], [-0.0203, -2.3585, 0.7262], [0.0060, -3.3913, 0.0458], [1.2171, -1.6296, 1.1319], [2.3394, -2.3996, 1.2017], [1.1956, -0.3188, 1.3547], [2.2137, 0.3606, 1.9114], [0.2692, -1.6050, -1.2066], [-0.0199, 3.6573, -2.3291], [0.0418, 3.2210, 0.3738]], "atomic_forces_ev_per_a": [[0.025, 1.014, 0.943], [0.146, -1.848, 0.079], [-0.433, 2.374, -1.049], [0.114, -0.012, -0.139], [0.065, -0.313, 1.231], [-0.132, -0.548, -0.446], [0.382, 1.405, -3.797], [-0.110, -0.950, 2.884], [-0.007, 0.872, 0.594], [-0.808, 0.284, 0.574], [0.190, -0.900, -0.948], [-0.499, -0.688, -0.136], [0.524, 0.444, 0.248], [0.082, -0.529, -1.864], [-0.104, 1.148, 1.967], [0.469, -0.585, -0.048], [-0.520, 0.430, 0.207], [0.761, 0.132, 0.600], [-0.112, -0.844, -0.978], [0.013, 0.262, -0.319], [0.018, -0.774, 0.223], [-0.063, -0.373, 0.175]], "homo_lumo_gap_ha": 0.2798, "e_above_lowest_kj_mol": 7.3, "charge": -1, "multiplicity": 1, "e_homo_ev": -5.30, "lumo_ev": 2.32, "smiles": "O=Cc1nccn1C1([O-])C(F)=C(F)C(=O)C(F)=C1F"}

=====

In order of appearance, largest force on an atom = 2.27; 2.98; 4.07 eV/Å.